a:
# CH5O2PS

A cluster of 2 separate species, CH5O2PS in total (wB97M-V/def2-TZVPD, the OMol25 dataset).

The calculation puts the lowest unoccupied orbital energy at 0.50 eV.

Element x y z (Å)
O -1.207 -0.084 0.602
C -1.310 -0.191 1.806
O -0.513 0.367 2.680
S -2.678 -0.961 2.591
H -0.004 1.032 2.226
H -2.664 -2.060 1.784
P 1.138 0.314 -0.607
H 2.120 -0.372 -1.335
H 0.094 -0.384 -1.005
H 1.336 -0.496 0.596


b:
# CH5O2PS

The molecule CH5O2PS (wB97M-V/def2-TZVPD, the OMol25 dataset).

The calculation puts the lowest unoccupied orbital energy at 0.02 eV.

Element x y z (Å)
C 0.026 -1.404 -1.343
S 1.145 -0.819 -0.037
P -0.677 0.490 1.318
O -1.165 1.451 0.152
O 0.542 1.434 1.906
H -0.663 -2.151 -0.897
H 0.678 -1.968 -1.889
H -0.360 -0.363 -1.781
H -0.820 2.330 0.172
H 1.294 1.001 2.399


The structure with the greatest stability is b.